The following is a quantum chemistry calculation of a cluster of 9 separate species, C17H41N7O19S2 in total in a non-equilibrium geometry, from the Open Molecules 2025 dataset.

```
! wB97M-V def2-TZVPD RIJCOSX def2/J DEFGRID3
* xyz 0 1
C 3.81 -3.35 -0.02
N 4.65 -2.30 0.60
O 4.19 -1.77 1.58
O 5.71 -2.05 0.07
H 3.63 -4.13 0.71
H 4.37 -3.81 -0.83
H 2.90 -2.88 -0.37
C 2.10 2.43 -3.82
N 2.75 3.76 -3.86
O 2.35 4.55 -4.70
O 3.64 3.98 -3.06
H 2.58 1.81 -3.07
H 2.24 1.98 -4.80
H 1.04 2.49 -3.57
C 4.90 2.08 -0.46
N 4.86 2.43 0.99
O 5.55 1.78 1.74
O 4.12 3.34 1.34
H 5.94 2.02 -0.75
H 4.43 2.90 -1.00
H 4.40 1.12 -0.60
C 3.80 -2.29 -3.27
N 2.85 -1.43 -4.03
O 3.21 -0.30 -4.28
O 1.78 -1.92 -4.33
H 4.24 -1.70 -2.47
H 4.56 -2.64 -3.96
H 3.22 -3.11 -2.86
O -5.91 -0.83 0.49
S -4.67 -1.45 0.78
O -3.53 -1.13 0.01
O -4.29 -1.29 2.31
C -4.76 -2.40 3.08
C -4.59 -3.57 2.12
O -4.92 -3.03 0.83
H -4.13 -2.46 3.96
H -5.80 -2.24 3.37
H -5.25 -4.40 2.31
H -3.54 -3.88 2.12
O -0.68 -3.84 -0.05
S -0.34 -3.78 1.32
O -0.25 -2.52 1.96
O -1.33 -4.71 2.16
C -0.65 -5.70 2.94
C 0.81 -5.71 2.47
O 0.98 -4.64 1.55
H -0.75 -5.42 3.99
H -1.14 -6.66 2.82
H 1.12 -6.66 2.04
H 1.49 -5.53 3.31
C -2.32 1.15 3.01
N -2.40 0.32 4.17
C -1.46 -0.78 4.26
C -3.31 0.52 5.14
O -3.54 -0.24 6.06
H -1.33 1.62 2.92
H -3.03 1.98 3.08
H -2.54 0.54 2.13
H -0.45 -0.42 4.04
H -1.50 -1.20 5.26
H -1.67 -1.56 3.52
H -3.88 1.46 5.04
C -0.79 0.36 -0.34
N 0.64 0.64 -0.34
C 1.03 2.01 -0.58
C 1.46 -0.39 -0.62
O 2.62 -0.33 -1.01
H -1.17 0.24 -1.35
H -1.31 1.24 0.07
H -1.02 -0.46 0.34
H 2.09 2.16 -0.78
H 0.52 2.59 -1.35
H 0.87 2.57 0.35
H 0.98 -1.37 -0.44
C -1.31 5.60 -3.95
N -2.55 5.37 -3.22
C -3.57 6.39 -3.27
C -2.71 4.27 -2.46
O -1.89 3.39 -2.30
H -0.71 4.70 -3.86
H -0.79 6.45 -3.53
H -1.51 5.73 -5.01
H -4.24 6.30 -2.42
H -3.11 7.38 -3.20
H -4.10 6.39 -4.22
H -3.69 4.27 -1.94
*
```

Calculated values
HOMO energy ... -0.341 Eh
Structure (SMILES) ... C[N+](=O)[O-].C[N+](=O)[O-].C[N+](=O)[O-].C[N+](=O)[O-].O=S1(=O)OCCO1.O=S1(=O)OCCO1.CN(C)C=O.CN(C)C=O.CN(C)C=O
Energy above the lowest of the compared OMol25 structures with the same formula, charge and spin ... 0.0 kcal/mol
HOMO-LUMO gap ... 9.139 eV
Lowest unoccupied orbital energy ... -0.15 eV
Molar mass ... 711.7 g/mol